a) The following is a quantum chemistry calculation of a structure of composition C44H42BiBrN7O10, from the OMol25 dataset.

```
105
Properties=species:S:1:pos:R:3:lowdin_charge:R:1
Bi 0.0101 0.0765 -0.2388 2.0510
N 0.9093 2.5289 -0.4035 -0.0723
C 2.2180 2.4913 0.2116 -0.1718
C 2.1792 1.6616 1.5174 -0.6686
O 2.9189 1.9726 2.4351 0.0186
O 1.3599 0.6835 1.5482 -0.1755
H 0.9540 2.8294 -1.3697 0.0407
H 0.2477 3.0959 0.1120 0.0630
H 2.6360 3.4787 0.4524 0.1153
H 2.8896 1.9811 -0.4837 0.1201
Br -2.3957 3.0021 -1.4800 0.8740
C -3.2788 1.3376 -1.5350 -0.7247
C -4.6474 1.3287 -1.7296 -0.1071
C -5.2546 0.0826 -1.7598 -0.0513
C -4.4848 -1.0528 -1.5721 0.0021
C -3.1118 -0.9157 -1.3804 -0.1991
N -2.5345 0.2768 -1.3844 0.0104
C -2.2361 -2.1720 -1.1793 -0.6362
O -2.8407 -3.2347 -1.1373 0.0299
O -0.9896 -2.0025 -1.1201 -0.1567
H -5.1924 2.2526 -1.8527 0.0943
H -6.3204 0.0142 -1.9221 0.1037
H -4.8997 -2.0491 -1.5649 0.1149
C 3.9540 -7.2978 -4.1985 -0.1040
O 2.7812 -7.1674 -3.4392 -0.0906
C 2.8964 -6.9448 -2.0922 -0.2760
C 1.7203 -6.6076 -1.4204 0.0097
C 1.7346 -6.3290 -0.0746 -0.0071
C 2.9255 -6.4235 0.6597 -0.3268
C 4.0908 -6.7930 -0.0157 -0.0387
C 4.0843 -7.0326 -1.3751 -0.0307
N 2.9667 -6.3708 2.0425 0.0418
N 2.3266 -5.6077 2.7850 0.0534
C 1.6506 -4.4716 2.4265 -0.2665
C 0.5077 -4.1788 3.1753 -0.0229
C -0.3002 -3.1002 2.8970 -0.0054
C -0.0150 -2.1879 1.8594 -0.3615
O -0.7525 -1.1776 1.6155 -0.1750
C 1.1836 -2.4524 1.0972 -0.1354
N 1.4941 -1.6131 0.0997 -0.0334
C 2.5958 -1.7519 -0.5956 -0.0864
C 3.5530 -2.7126 -0.2617 -0.0100
C 3.2877 -3.5832 0.7650 0.0059
C 2.0385 -3.5425 1.4131 -0.0789
H 3.6357 -7.3054 -5.2401 0.0895
H 4.4796 -8.2331 -3.9798 0.0899
H 4.6322 -6.4553 -4.0368 0.0940
H 0.8049 -6.5519 -1.9869 0.1215
H 0.8166 -6.0565 0.4236 0.1224
H 5.0143 -6.8627 0.5409 0.1098
H 5.0106 -7.3001 -1.8611 0.0986
H 0.2362 -4.8710 3.9605 0.1077
H -1.1943 -2.9374 3.4798 0.1053
H 2.7302 -1.0499 -1.4045 0.1021
H 4.4867 -2.7500 -0.8026 0.1075
H 4.0438 -4.2804 1.0973 0.1103
C 3.8377 6.3433 -5.0289 -0.0588
C 2.6815 5.5326 -4.5035 -0.2354
C 2.1070 5.8932 -3.2887 -0.0685
C 1.0434 5.1763 -2.7724 -0.0912
C 0.5251 4.1108 -3.4782 -0.0589
C 1.0799 3.7315 -4.6967 -0.2198
N 0.4731 2.7376 -5.4388 0.0913
C -0.3232 1.6855 -4.9864 -0.1925
C -1.5087 1.4302 -5.6818 -0.0288
C -2.3194 0.3597 -5.3543 -0.0855
C -1.9403 -0.5113 -4.3477 -0.0791
C -0.7613 -0.2789 -3.6620 -0.0415
C 0.0349 0.8261 -3.9335 -0.0618
C 1.3621 0.9215 -3.2171 -0.5992
O 2.3095 1.4603 -3.7720 0.0640
O 1.4634 0.3503 -2.0697 -0.2472
C 2.1830 4.4369 -5.2068 -0.1687
C 2.8122 3.9532 -6.4833 -0.0366
H 4.0309 7.1918 -4.3748 0.0688
H 3.6257 6.7252 -6.0279 0.0793
H 4.7456 5.7417 -5.0805 0.0807
H 2.4944 6.7452 -2.7463 0.0980
H 0.5971 5.4625 -1.8299 0.1000
H -0.3345 3.5755 -3.1132 0.0282
H 0.6095 2.7781 -6.4359 0.1315
H -1.7869 2.0792 -6.5029 0.1054
H -3.2416 0.1981 -5.8969 0.0982
H -2.5454 -1.3729 -4.0998 0.1088
H -0.4261 -0.9774 -2.9117 0.0835
H 2.9626 2.8769 -6.4155 0.0869
H 3.7759 4.4204 -6.6544 0.0622
H 2.1787 4.1608 -7.3491 0.0813
O -3.4120 0.3491 1.5035 0.1245
C -2.5740 1.2983 1.8832 -0.5062
O -1.7885 1.8292 1.1429 -0.0620
C -2.7419 1.7327 3.3479 -0.2215
N -4.0131 1.2010 3.8460 -0.0374
C -5.0207 2.2704 3.7618 -0.1880
C -4.3389 3.4488 3.0537 -0.1581
C -2.8654 3.2581 3.4085 -0.1231
H -1.8812 1.3405 3.8969 0.1706
H -3.9248 0.8570 4.7933 0.1205
H -3.9451 0.0988 2.2940 0.1194
H -5.3648 2.5744 4.7559 0.1113
H -5.8878 1.9040 3.2039 0.1084
H -4.7364 4.4097 3.3774 0.1082
H -4.4629 3.3633 1.9737 0.1114
H -2.6537 3.6187 4.4166 0.1187
H -2.1949 3.7331 2.6984 0.1139
```

**Total charge**: -1

b) The following is a quantum chemistry calculation of a structure of composition C44H42BiBrN7O10, from the OMol25 dataset.

```
105
Properties=species:S:1:pos:R:3:lowdin_charge:R:1
Bi -0.2525 -0.2400 -0.3625 2.0318
N 1.7394 -0.7097 -1.7219 -0.0661
C 2.0564 -2.0973 -2.0137 -0.1697
C 0.9681 -3.1135 -1.4740 -0.7298
O 1.2269 -4.2957 -1.6197 0.0049
O -0.0706 -2.6107 -0.9694 -0.2052
H 1.5081 -0.1402 -2.5309 0.0786
H 2.4542 -0.2027 -1.2086 0.0723
H 3.0057 -2.3984 -1.5630 0.1039
H 2.1415 -2.2715 -3.0930 0.1158
Br -2.8820 -1.6921 1.6186 0.8152
C -2.2315 -0.1734 2.5285 -0.7376
C -2.9393 0.3998 3.5725 -0.0866
C -2.3838 1.5343 4.1485 -0.0511
C -1.1823 2.0345 3.6720 0.0150
C -0.5634 1.3700 2.6181 -0.1734
N -1.0944 0.2855 2.0901 -0.0592
C 0.7766 1.8192 2.0437 -0.6217
O 1.3540 2.7340 2.6191 0.0477
O 1.2172 1.1705 1.0489 -0.1742
H -3.8727 -0.0264 3.9063 0.0975
H -2.8973 2.0248 4.9640 0.1040
H -0.7109 2.9122 4.0859 0.1152
C -0.5531 2.5506 -8.8583 -0.1001
O -1.1555 3.0780 -7.7044 -0.0881
C -2.2393 2.4316 -7.1762 -0.2750
C -2.7026 2.9208 -5.9542 0.0087
C -3.7802 2.3484 -5.3254 -0.0070
C -4.4591 1.2740 -5.9184 -0.3169
C -4.0094 0.8105 -7.1548 -0.0345
C -2.9030 1.3640 -7.7688 -0.0267
N -5.6700 0.7995 -5.4386 0.0483
N -5.9573 0.6182 -4.2455 0.0588
C -5.0374 0.5886 -3.2246 -0.2761
C -5.3877 1.2272 -2.0359 -0.0255
C -4.4905 1.3738 -1.0020 -0.0065
C -3.1950 0.8330 -1.0612 -0.3818
O -2.3564 0.9776 -0.1123 -0.2284
C -2.8460 0.0887 -2.2472 -0.1337
N -1.6331 -0.4740 -2.3000 -0.0034
C -1.2673 -1.1908 -3.3305 -0.1011
C -2.1541 -1.4980 -4.3658 -0.0130
C -3.4128 -0.9529 -4.3430 0.0052
C -3.7710 -0.0617 -3.3121 -0.0899
H 0.3417 3.1513 -9.0217 0.0908
H -1.2055 2.6348 -9.7362 0.0920
H -0.2656 1.5024 -8.7194 0.0948
H -2.1822 3.7522 -5.5089 0.1208
H -4.1193 2.7519 -4.3827 0.1199
H -4.5296 -0.0144 -7.6175 0.1104
H -2.5740 0.9604 -8.7135 0.0993
H -6.3647 1.6824 -1.9673 0.1098
H -4.7538 1.9319 -0.1164 0.1105
H -0.2624 -1.5752 -3.3201 0.0996
H -1.8524 -2.1783 -5.1462 0.1080
H -4.1383 -1.2284 -5.0961 0.1143
C 7.7503 4.4604 -0.3950 -0.0647
C 6.3649 3.9657 -0.0811 -0.2539
C 6.2076 2.8878 0.7792 -0.0766
C 4.9438 2.4288 1.1007 -0.0716
C 3.8235 3.0592 0.6056 -0.0112
C 3.9629 4.1408 -0.2553 -0.1925
N 2.8624 4.8613 -0.7060 0.0956
C 1.5253 4.6866 -0.3465 -0.1754
C 0.9185 5.7713 0.2981 -0.0266
C -0.4200 5.7838 0.6203 -0.0883
C -1.2109 4.6987 0.2798 -0.0743
C -0.6298 3.6199 -0.3504 -0.0199
C 0.7276 3.5775 -0.6705 -0.0604
C 1.2096 2.3249 -1.3331 -0.5838
O 2.3766 2.1108 -1.6089 0.0707
O 0.2446 1.4932 -1.6620 -0.2662
C 5.2427 4.5800 -0.6306 -0.1734
C 5.3871 5.7225 -1.6000 -0.0480
H 8.4808 3.9610 0.2384 0.0679
H 7.8284 5.5346 -0.2273 0.0766
H 8.0091 4.2575 -1.4354 0.0780
H 7.0835 2.4178 1.2055 0.0944
H 4.8276 1.5922 1.7740 0.0894
H 2.8419 2.7459 0.9059 0.0717
H 3.0795 5.8442 -0.8150 0.1176
H 1.5399 6.6148 0.5731 0.1081
H -0.8419 6.6303 1.1450 0.0970
H -2.2671 4.6897 0.5086 0.1001
H -1.2292 2.7621 -0.6058 0.0846
H 4.5974 5.6794 -2.3472 0.0788
H 6.3419 5.6732 -2.1156 0.0640
H 5.3343 6.6870 -1.0870 0.0860
O 1.6065 -1.9471 4.4091 0.1092
C 1.4889 -1.6429 3.1148 -0.4762
O 0.4651 -1.7674 2.5031 0.0751
C 2.7919 -1.1103 2.5106 -0.2336
N 3.8999 -1.4390 3.4163 -0.0339
C 4.6150 -2.5961 2.8547 -0.1845
C 3.7972 -3.0673 1.6451 -0.1433
C 3.0893 -1.7962 1.1799 -0.1291
H 2.6644 -0.0336 2.3902 0.1380
H 2.5634 -1.8280 4.6277 0.0973
H 4.5225 -0.6484 3.5276 0.1165
H 4.6867 -3.3765 3.6174 0.1065
H 5.6302 -2.3219 2.5474 0.1125
H 3.0561 -3.8095 1.9426 0.1222
H 4.4302 -3.5083 0.8790 0.1105
H 2.1700 -1.9913 0.6343 0.0839
H 3.7554 -1.1729 0.5786 0.1242
```

**Total charge**: -1

Q: Which of them is the most stable? A: b).

a) The following is a quantum chemistry calculation of a cluster of 3 separate species, C3H12O3S in total, from the OMol25 dataset.

```
19
Properties=species:S:1:pos:R:3:lowdin_charge:R:1
C 0.3743 0.5259 1.9599 -0.2601
O -0.5632 1.4573 1.4774 -0.0345
C 0.8518 -0.5577 0.9913 -0.2466
C 1.5330 0.0259 -0.2299 -0.5194
S 2.4024 -1.0780 -1.3100 1.1543
H -0.0974 0.0082 2.8080 0.1400
H 1.3020 1.0274 2.2283 0.1262
H -1.1872 0.9083 0.9520 0.0423
H -0.0229 -1.1645 0.6195 0.1273
H 1.5432 -1.2283 1.5567 0.1353
H 0.7523 0.5303 -0.8215 0.0899
H 2.2479 0.7966 0.1178 0.1184
H 1.6568 -2.1784 -0.9404 -0.0104
H -2.7207 -0.6910 -0.1612 0.0597
H -1.9006 0.4431 -0.8201 0.0063
O -2.5152 0.2400 -0.0989 -0.0317
H -1.5703 -0.3692 -2.8922 0.0728
H -1.1600 1.0677 -2.9317 0.0778
O -0.9264 0.2363 -2.5048 -0.0475
```

**⟨S²⟩**: 0.753
**Spin multiplicity**: 2
**Total charge**: +1

b) The following is a quantum chemistry calculation of a cluster of 3 separate species, C3H12O3S in total, from the OMol25 dataset.

```
19
Properties=species:S:1:pos:R:3:lowdin_charge:R:1
C -0.1604 1.7484 -0.1068 -0.2407
O -0.4354 1.9671 1.2548 -0.0550
C -1.1555 0.7385 -0.6925 -0.2181
C -2.3111 1.3077 -1.5763 -0.4222
S -3.3721 -0.0347 -2.2215 1.1851
H 0.7262 1.1189 -0.2068 0.1023
H -0.2309 2.7543 -0.5555 0.1420
H 0.3414 2.4173 1.6180 0.1058
H -1.6825 0.1523 0.0474 0.1144
H -0.6227 -0.0346 -1.2940 0.1187
H -3.0693 1.8179 -0.9444 0.1049
H -2.0093 2.0151 -2.3741 0.1222
H -2.3892 -0.8876 -2.1105 -0.0703
H 3.9480 0.3132 0.6879 0.0479
H 2.4785 0.3294 0.9724 0.0280
O 3.1000 0.2417 0.2322 -0.0651
H 2.2336 -4.5280 2.3307 0.0223
H 2.4821 -6.0583 2.1839 0.0298
O 2.1284 -5.3787 2.7551 -0.0520
```

**⟨S²⟩**: 0.753
**Spin multiplicity**: 2
**Total charge**: +1

Q: Which of them is the most stable? A: a).

a) The following is a quantum chemistry calculation of a cluster of 2 separate species, C2H3IN4 in total, from the OMol25 dataset.

```
10
Properties=species:S:1:pos:R:3:lowdin_charge:R:1
C 0.9386 -1.5228 -0.0588 -0.2094
C 0.9355 0.5691 0.2986 -0.1485
N 1.7592 -0.4702 0.1858 0.0804
N -0.3298 -1.1914 -0.1596 0.0394
N -0.2998 0.1091 0.0858 -0.3604
N -1.4241 0.9012 0.3175 -0.4844
I -3.1061 0.0995 -0.4841 0.7350
H 1.3351 -2.5015 -0.2479 0.1043
H 1.1244 1.4913 0.6305 0.0767
H -0.9331 2.5159 -0.5676 0.1670
```

b) The following is a quantum chemistry calculation of a structure of composition C2H3IN4, from the OMol25 dataset.

```
10
Properties=species:S:1:pos:R:3:lowdin_charge:R:1
C 0.3939 -0.7369 0.4731 -0.2812
C 1.2156 0.1610 -0.2559 -0.2131
N -0.8630 -0.9060 0.3681 -0.1912
N 0.5776 1.4232 -0.0324 -0.0145
N -0.4579 1.8928 0.1716 0.2533
N -1.5689 -0.2284 -0.4124 -0.6037
I -3.5700 -0.3322 -0.1296 0.6251
H 0.9546 -1.3124 1.1988 0.0995
H 2.3116 0.2551 -0.0087 0.1394
H 1.0065 -0.2163 -1.3726 0.1863
```

Q: Which of them is the most stable? A: b).